Record 1
The following is a DFT calculation (ωB97M-V/def2-TZVPD) of C32H34As2BF6N3O3RuS2 as an isolated structure.

calculated total energy = -7616.937626 Eh
LUMO energy (spin up / spin down) = 3.44 / 3.17 eV
energy above the lowest of the compared OMol25 structures with the same formula, charge and spin = 0.4703 eV
2S+1 = 5
charge = -2
Kohn-Sham gap (spin up / spin down) = 0.2144 / 0.2519 Ha

```
84
Properties=species:S:1:pos:R:3:forces:R:3
Ru 1.482 1.947 0.476 -0.037 -0.004 0.056
S 2.662 3.777 -0.507 0.047 -0.022 0.064
C 2.013 4.810 0.726 -0.082 0.007 -0.067
S 0.883 4.002 1.752 0.046 -0.006 -0.021
C 2.338 6.150 0.839 0.017 -0.016 0.019
C 1.773 6.969 1.858 0.016 -0.003 0.031
N 1.339 7.656 2.677 -0.009 0.006 -0.011
C 3.250 6.778 -0.056 -0.008 0.005 -0.025
N 3.979 7.313 -0.771 0.010 0.002 0.011
C 1.739 -1.209 3.574 0.026 -0.015 0.006
As 2.568 0.502 3.407 -0.028 -0.032 0.037
C 1.390 1.720 4.302 -0.004 0.000 0.011
C 4.252 0.543 4.305 0.003 -0.002 0.028
O 2.825 0.923 1.803 0.035 0.079 -0.094
H 1.650 -1.450 4.633 0.008 -0.005 0.002
H 2.347 -1.971 3.094 0.014 0.001 -0.008
H 0.759 -1.144 3.102 0.003 -0.008 -0.003
H 1.304 1.410 5.344 -0.002 0.002 0.001
H 0.418 1.675 3.812 0.008 -0.003 -0.004
H 1.777 2.734 4.228 0.002 -0.002 -0.001
H 4.135 0.204 5.333 -0.002 0.012 -0.021
H 4.630 1.563 4.262 0.000 0.002 -0.009
H 4.930 -0.137 3.797 0.015 -0.023 -0.013
N 2.132 -2.056 0.277 -0.015 -0.034 -0.048
H 1.760 -1.155 0.566 0.044 0.031 0.045
H 3.036 -2.141 0.731 -0.003 0.004 0.013
H 2.320 -1.939 -0.713 0.006 0.003 0.006
C -0.153 0.836 0.847 -0.013 -0.007 0.061
C -1.143 0.134 1.071 0.008 0.003 -0.020
C -2.279 -0.615 1.350 0.014 0.003 -0.001
C -2.108 -1.907 2.031 -0.017 -0.006 -0.045
C -3.024 -2.364 2.988 0.012 -0.002 0.040
C -2.810 -3.554 3.664 0.003 -0.001 0.001
C -1.679 -4.318 3.404 -0.004 -0.008 -0.007
C -0.764 -3.877 2.457 -0.004 0.009 -0.002
C -0.975 -2.689 1.777 0.015 0.004 0.002
C -3.581 -0.093 0.967 -0.011 0.004 0.021
C -4.714 -0.916 0.851 -0.021 -0.009 -0.021
C -5.936 -0.399 0.456 -0.002 0.003 -0.005
C -6.071 0.952 0.160 0.004 0.003 0.004
C -4.956 1.778 0.257 -0.010 -0.001 -0.003
C -3.733 1.269 0.650 0.011 -0.008 -0.019
H -3.892 -1.761 3.223 0.024 -0.010 0.019
H -3.523 -3.878 4.413 0.000 0.000 0.001
H -1.506 -5.241 3.943 0.001 0.002 0.002
H 0.132 -4.450 2.250 -0.002 0.001 0.002
H -0.244 -2.361 1.048 -0.025 -0.002 0.020
H -4.623 -1.976 1.049 -0.011 0.022 -0.029
H -6.790 -1.061 0.367 -0.001 0.000 0.000
H -7.028 1.354 -0.148 0.000 0.001 -0.001
H -5.040 2.833 0.022 -0.001 0.000 0.002
H -2.867 1.916 0.715 0.000 0.002 0.003
F 4.601 -2.652 3.842 0.016 0.016 0.014
As 4.899 -3.212 5.471 0.013 0.017 -0.010
F 3.609 -4.359 5.302 0.000 -0.015 0.017
F 6.039 -4.372 4.870 -0.008 -0.009 0.007
F 5.184 -3.745 7.100 -0.011 0.003 -0.037
F 6.169 -2.032 5.627 -0.017 0.013 -0.002
F 3.754 -2.027 6.063 -0.041 0.004 0.017
C -2.931 0.175 -6.390 0.000 0.003 -0.002
C -1.446 0.237 -6.777 0.000 0.002 -0.002
C -1.159 1.581 -7.461 0.000 -0.001 0.001
C -1.172 -0.876 -7.788 -0.001 0.000 0.001
C -0.586 0.109 -5.518 -0.001 -0.007 -0.002
C 0.327 -0.925 -5.338 0.003 0.002 -0.004
C 1.109 -1.042 -4.183 0.001 -0.001 0.008
C 0.945 -0.087 -3.214 -0.004 0.000 -0.002
O 1.565 0.041 -2.004 -0.006 0.004 -0.028
B 1.014 1.195 -1.395 -0.015 -0.015 -0.005
O 0.066 1.755 -2.279 -0.003 0.006 0.001
C 0.037 0.952 -3.377 0.001 0.004 -0.005
C -0.731 1.073 -4.507 -0.006 -0.005 0.009
H -3.560 0.271 -7.279 0.000 -0.001 0.000
H -3.197 0.974 -5.698 -0.001 0.001 0.001
H -3.160 -0.775 -5.904 0.000 -0.001 0.000
H -1.773 1.690 -8.360 0.000 -0.001 0.000
H -0.108 1.647 -7.750 0.000 0.000 0.000
H -1.375 2.421 -6.801 0.000 0.000 0.000
H -1.809 -0.735 -8.664 0.000 -0.001 -0.001
H -1.391 -1.860 -7.370 0.000 -0.001 0.000
H -0.133 -0.867 -8.123 -0.001 0.000 0.000
H 0.448 -1.677 -6.106 0.002 0.002 -0.001
H 1.812 -1.855 -4.057 0.000 0.000 -0.002
H -1.428 1.896 -4.594 0.000 0.000 0.000
```
Positions in Å, forces in eV/Å.

Mulliken atomic charge list, values in e, 2 entries: -0.101, -0.491

=====

Record 2
The following is a DFT calculation (ωB97M-V/def2-TZVPD) of one molecule with the formula C4H9NO in a non-equilibrium geometry.

calculated total energy = -287.719291 Eh
LUMO energy = 1.05 eV
energy above the lowest of the compared OMol25 structures with the same formula, charge and spin = 3.0793 eV
structure (SMILES) = C=N[C@H](C)OC
charge = 0
Kohn-Sham gap = 0.3724 Ha

```
15
Properties=species:S:1:pos:R:3:forces:R:3
C -1.591 -1.252 0.006 1.019 0.752 -2.521
C -0.454 1.884 -0.381 -2.330 -1.977 1.957
C 1.855 -0.942 0.148 -0.646 -2.012 -0.143
C 0.109 0.527 0.203 -3.515 1.523 1.766
N -0.667 -0.517 -0.454 0.448 -1.248 -1.063
O 1.456 0.382 0.064 0.235 1.190 0.136
H -2.047 -2.000 -0.657 0.327 0.174 -0.010
H -2.097 -1.159 0.901 -0.642 0.428 2.552
H -0.673 2.671 0.357 0.831 -0.300 0.024
H 0.109 2.232 -1.179 0.850 0.598 -1.588
H -1.505 1.561 -0.649 1.167 0.685 -0.442
H 2.835 -1.067 0.644 -0.640 0.227 -0.143
H 1.883 -1.266 -0.891 0.520 -0.637 -0.009
H 1.018 -1.580 0.599 1.615 0.691 -0.066
H -0.231 0.526 1.288 0.762 -0.094 -0.449
```
Positions in Å, forces in eV/Å.

natural (NBO) atomic charge list, values in e, 2 entries: -0.040, -0.613